The following is a quantum chemistry calculation of C4H5NO in the gas phase, from OMol25.

The value obtained for the HOMO energy is -7.025 eV. The spin multiplicity is 1. The calculation puts the energy above the lowest of the compared OMol25 structures with the same formula, charge and spin at 152.7 kcal/mol. Its electronic energy is -285.17122 hartree. The value obtained for the HOMO-LUMO gap is 0.279 Ha.

Each line ends with the Löwdin charge.
Atoms and positions in Å:
O -0.48 -1.56 -1.84  0.064
C -0.42 -1.35 -0.67  -0.095
C 1.00 0.17 -0.53  -0.086
N 0.70 0.71 0.81  -0.035
C -0.74 0.85 0.69  -0.106
C -0.16 -0.52 0.63  -0.325
H 1.96 -0.34 -0.58  0.108
H 0.75 0.80 -1.39  0.107
H -1.16 1.29 -0.21  0.120
H -1.23 1.12 1.62  0.114
H -0.24 -1.16 1.51  0.133

=====

The following is a quantum chemistry calculation of C4H5NO in the gas phase in a non-equilibrium geometry, from OMol25.

The value obtained for the HOMO energy is -10.529 eV. The spin multiplicity is 1. The calculation puts the energy above the lowest of the compared OMol25 structures with the same formula, charge and spin at 33.6 kcal/mol. Its electronic energy is -285.36108 hartree. As for the structure (SMILES): N#C[C@@H]1C[C@@H]1O. The value obtained for the HOMO-LUMO gap is 0.413 Ha.

Each line ends with the Löwdin charge.
Atoms and positions in Å:
N 2.71 0.50 0.28  0.150
C 1.62 0.18 0.52  -0.209
C 0.28 -0.30 0.72  -0.199
C -0.29 -0.99 -0.53  -0.036
C -0.88 0.28 -0.06  -0.354
O -0.75 1.38 -0.89  0.015
H 0.07 -0.59 1.75  0.141
H -0.84 -1.92 -0.49  0.108
H 0.33 -0.86 -1.41  0.127
H -1.83 0.19 0.49  0.148
H -0.42 2.13 -0.39  0.109

=====

The following is a quantum chemistry calculation of C4H5NO in the gas phase in a non-equilibrium geometry, from OMol25.

The value obtained for the HOMO energy (spin up / spin down) is -8.225 / -8.225 eV. The spin multiplicity is 1. The calculation puts the energy above the lowest of the compared OMol25 structures with the same formula, charge and spin at 88.7 kcal/mol. Its electronic energy is -285.27331 hartree. As for the structure (SMILES): O=C=C[C@@H]1CN1. The value obtained for the HOMO-LUMO gap (spin up / spin down) is 0.335 / 0.335 Ha.

Each line ends with the Löwdin charge.
Atoms and positions in Å:
O 1.47 2.13 -1.06  0.175
C 0.47 1.56 -0.88  -0.196
C -0.70 1.02 -0.63  -0.101
C -0.81 -0.12 0.27  -0.188
C 0.91 -0.84 0.51  -0.068
N -0.29 -1.37 -0.01  -0.105
H -1.59 1.48 -1.06  0.106
H -1.59 -0.04 1.04  0.123
H 1.05 -0.74 1.58  0.062
H 1.80 -0.87 -0.12  0.075
H -0.72 -2.21 0.35  0.117

=====

The following is a quantum chemistry calculation of C4H5NO in the gas phase in a non-equilibrium geometry, from OMol25.

The value obtained for the HOMO energy is -11.122 eV. The spin multiplicity is 1. The calculation puts the energy above the lowest of the compared OMol25 structures with the same formula, charge and spin at 35.9 kcal/mol. Its electronic energy is -285.35740 hartree. As for the structure (SMILES): C[C@H]1O[C@H]1C#N. The value obtained for the HOMO-LUMO gap is 0.441 Ha.

Each line ends with the Löwdin charge.
Atoms and positions in Å:
C 1.27 -0.21 -0.51  -0.028
C -0.17 -0.66 -0.44  -0.293
O -0.63 -1.14 0.81  0.012
C -1.20 0.06 0.33  -0.253
C -0.84 1.27 1.05  -0.151
N -0.56 2.24 1.62  0.166
H 1.93 -1.05 -0.27  0.089
H 1.51 0.13 -1.52  0.087
H 1.47 0.60 0.19  0.078
H -0.53 -1.25 -1.29  0.145
H -2.24 0.00 0.03  0.148

=====

The following is a quantum chemistry calculation of 2 unconnected molecules or ions with the total composition C4H5NO, from OMol25.

The value obtained for the HOMO energy is -9.963 eV. The spin multiplicity is 1. The calculation puts the energy above the lowest of the compared OMol25 structures with the same formula, charge and spin at 112.0 kcal/mol. Its electronic energy is -285.23617 hartree. As for the structure (SMILES): C#[N+][O-].C#CC. The value obtained for the HOMO-LUMO gap is 0.397 Ha.

Each line ends with the Löwdin charge.
Atoms and positions in Å:
C 1.77 -1.08 -0.10  0.151
N 1.72 -2.15 0.36  -0.225
O 1.70 -3.26 0.82  0.004
H 1.64 -0.07 -0.44  0.041
C 0.26 2.03 -0.55  0.075
C -0.61 1.26 -0.23  -0.212
C -1.66 0.32 0.16  -0.103
H 1.01 2.74 -0.82  0.030
H -1.85 0.37 1.24  0.083
H -2.60 0.55 -0.35  0.081
H -1.38 -0.71 -0.09  0.075

=====

The following is a quantum chemistry calculation of a molecular structure, C4H5NO in a non-equilibrium geometry, from OMol25.

The value obtained for the HOMO energy is -9.174 eV. The spin multiplicity is 1. The calculation puts the energy above the lowest of the compared OMol25 structures with the same formula, charge and spin at 131.8 kcal/mol. Its electronic energy is -285.20447 hartree. The value obtained for the HOMO-LUMO gap is 0.350 Ha.

Each line ends with the Löwdin charge.
Atoms and positions in Å:
O -0.70 1.35 -0.92  0.057
C -0.65 0.19 -0.24  -0.509
C -0.12 -1.09 -0.62  -0.039
C 0.47 -0.43 0.60  -0.227
C 1.72 0.29 0.56  -0.192
N 2.73 0.87 0.53  0.146
H -0.77 2.05 -0.26  0.127
H -1.85 0.10 0.44  0.201
H -1.40 -1.01 -0.14  0.182
H 0.32 -1.48 -1.54  0.119
H 0.24 -0.84 1.59  0.136